Record 1
Density functional theory data (wB97M-V/def2-TZVPD) for C53H42F10InN6O5P as an isolated structure in a non-equilibrium geometry.

Output
Net charge = +2
Gap between HOMO and LUMO = 3.894 eV
LUMO level = -6.745 eV
Max |F| = 1.488 eV/A

XYZ file:
```
118
Properties=species:S:1:pos:R:3:forces:R:3
In -0.107286 -0.201093 -0.092397 0.8 -0.3 0.5
C -5.740309 -4.073986 7.030190 -0.1 -0.4 0.2
O -5.474252 -2.802601 6.430434 -0.1 0.2 -0.2
C -6.048711 -2.476228 5.300215 0.1 0.0 -0.1
C -5.623671 -1.251654 4.727749 0.2 0.3 0.0
C -6.068373 -0.879771 3.501731 0.1 -0.1 0.1
C -6.998787 -1.708712 2.806353 0.3 0.7 0.1
C -7.509081 -2.870208 3.433330 -0.1 -0.1 0.0
C -7.018072 -3.264821 4.644391 -0.2 -0.2 0.0
N -7.390845 -1.461921 1.557883 -0.7 -1.2 -0.5
N -6.965902 -0.571846 0.816249 0.9 0.6 0.1
C -5.940194 -0.327957 0.079747 -0.4 -0.4 0.3
C -5.769884 1.004530 -0.453398 0.1 0.6 -0.2
C -4.589818 1.400394 -0.938827 -0.5 0.3 0.1
C -3.432734 0.507572 -1.031191 0.6 0.3 -0.2
O -2.341450 0.930210 -1.364499 -0.7 -0.3 -0.2
C -3.672233 -0.923046 -0.704007 -0.1 -0.6 0.2
N -2.667191 -1.768888 -0.906665 0.1 0.3 -0.2
C -2.857540 -3.061212 -0.702264 -0.1 0.0 0.0
C -4.088221 -3.590052 -0.327557 -0.1 0.0 0.0
C -5.125299 -2.717867 -0.063512 0.0 0.2 0.0
C -4.916010 -1.347691 -0.212436 0.2 -0.1 -0.1
H -5.050312 -4.152735 7.863316 0.0 0.0 0.0
H -5.551134 -4.884076 6.324200 0.0 0.1 0.0
H -6.765555 -4.132736 7.396489 0.0 0.1 0.0
H -4.929696 -0.635713 5.283689 0.0 0.0 0.0
H -5.734568 0.047239 3.051884 0.0 0.0 0.0
H -8.256703 -3.456546 2.915467 0.0 0.0 0.0
H -7.390354 -4.171315 5.098702 0.0 0.0 0.0
H -6.604813 1.689016 -0.380771 0.0 0.0 0.0
H -4.444488 2.415306 -1.286291 0.0 0.0 0.0
H -1.998553 -3.698735 -0.872445 0.0 0.0 0.0
H -4.237689 -4.658674 -0.262111 0.1 0.0 0.1
H -6.099128 -3.092695 0.219145 0.0 0.0 0.1
C 5.988061 -5.795304 0.357050 0.0 0.0 -0.1
C 5.370080 -5.227218 -0.917020 0.2 -0.2 0.2
N 4.098298 -4.555927 -0.642900 0.2 0.1 -0.1
C 4.074907 -3.205267 -0.560863 0.0 0.1 0.0
C 2.998627 -2.454193 -0.217868 -0.3 0.3 -0.1
C 3.154531 -0.939513 -0.344463 0.4 -0.2 0.1
O 4.276465 -0.481832 -0.175954 -0.1 0.0 0.0
O 2.106824 -0.301722 -0.683957 -0.6 0.2 -0.1
C 1.775914 -3.091426 0.171884 0.1 -0.1 0.0
O 0.756254 -2.515872 0.599602 0.1 -0.3 -0.2
C 1.799620 -4.563820 0.031606 -0.1 0.0 0.1
C 0.633626 -5.280730 0.307010 0.1 -0.1 0.0
C 0.581519 -6.631221 0.105503 0.0 0.1 0.1
F -0.567622 -7.289691 0.412793 0.1 -0.1 -0.1
C 1.684126 -7.344153 -0.392143 -0.1 0.2 0.0
C 2.857926 -6.644570 -0.593692 0.1 -0.1 -0.1
C 2.946311 -5.260343 -0.392372 -0.4 0.0 0.2
N 1.640447 -8.719502 -0.747141 -0.1 -0.2 0.1
C 0.373409 -9.321703 -1.120094 0.2 0.0 -0.1
C 0.650075 -10.522635 -2.015156 -0.4 0.4 -0.1
N 1.465542 -11.504800 -1.232133 0.1 0.0 -0.1
C 2.760392 -10.882745 -0.810792 0.4 0.3 0.3
C 2.465869 -9.638434 0.016838 -0.2 0.0 -0.1
H 6.928643 -6.295693 0.129760 0.0 0.0 0.0
H 5.320361 -6.511586 0.837235 0.0 0.0 0.0
H 6.192209 -4.992964 1.065187 0.0 0.0 0.0
H 5.216933 -6.007263 -1.663351 0.0 0.1 -0.1
H 6.046162 -4.493700 -1.349734 -0.1 0.0 -0.1
H 4.994643 -2.688421 -0.806366 0.0 0.0 0.0
H -0.214112 -4.738075 0.702075 -0.1 0.0 0.0
H 3.711179 -7.199331 -0.959441 0.0 0.0 -0.1
H -0.225968 -8.604329 -1.674551 0.0 0.0 0.0
H -0.214704 -9.652807 -0.250169 0.0 0.1 0.0
H 1.223641 -10.224944 -2.890830 0.1 -0.1 0.0
H -0.279283 -10.990648 -2.335452 0.1 -0.2 0.1
H 1.635183 -12.351749 -1.775927 0.0 0.0 0.0
H 0.938722 -11.766778 -0.395132 0.0 -0.1 0.0
H 3.312684 -10.623785 -1.712216 -0.1 -0.1 -0.1
H 3.336344 -11.601518 -0.230325 -0.1 -0.1 0.0
H 3.406940 -9.159840 0.278680 0.0 -0.1 0.0
H 1.971967 -9.937752 0.957646 0.0 0.0 0.0
F 6.073134 6.897739 0.325129 -0.1 0.0 0.0
C 4.806204 7.332468 0.252450 0.1 0.1 0.0
F 4.610830 8.182497 1.278479 0.0 -0.1 -0.1
F 4.696115 8.057291 -0.879019 0.0 -0.1 0.1
C 3.809110 6.206024 0.272324 0.1 -0.1 0.0
C 2.458888 6.520512 0.375748 -0.1 0.0 0.0
C 1.515509 5.509621 0.371272 0.1 0.1 0.0
C 1.925716 4.183185 0.247286 -0.1 -0.2 0.1
C 3.279142 3.875041 0.160461 -0.1 -0.1 0.0
C 4.226571 4.888864 0.174715 0.0 0.1 0.0
P 0.753435 2.781446 0.133362 0.4 0.1 0.0
C 0.080150 3.007397 -1.550998 0.0 0.1 0.2
C 0.554286 2.105135 -2.501166 0.0 0.0 0.0
C 0.075523 2.139273 -3.801463 -0.1 0.1 -0.1
C -0.869725 3.091453 -4.150745 0.0 -0.1 0.0
C -1.307199 4.030834 -3.226046 -0.1 0.0 0.0
C -0.832158 3.989392 -1.926284 0.0 0.0 -0.1
C -1.497681 3.066237 -5.515138 -0.1 0.0 -0.1
F -2.700073 2.438339 -5.467679 0.1 0.1 0.0
F -0.752329 2.406422 -6.414172 0.0 0.1 0.1
F -1.726075 4.296722 -5.997950 0.0 -0.1 0.0
C -0.557792 3.217143 1.320869 0.1 0.0 -0.1
C -0.145683 3.380232 2.645275 -0.1 0.0 0.0
C -1.072064 3.451377 3.672180 -0.1 0.0 0.0
C -2.426221 3.368452 3.373691 0.0 0.0 0.1
C -2.850941 3.235970 2.060446 0.0 0.0 0.0
C -1.920198 3.146682 1.038983 0.0 0.1 0.0
C -3.458927 3.364477 4.462399 0.0 0.1 0.0
F -4.401264 4.304664 4.272533 0.1 -0.1 0.0
F -2.937438 3.545870 5.679706 -0.1 0.0 -0.1
F -4.122350 2.171618 4.492031 0.0 0.0 0.0
H 2.155461 7.556171 0.458816 0.0 0.0 0.0
H 0.465609 5.757339 0.465954 0.0 0.0 0.0
H 3.590037 2.839033 0.083706 0.0 0.0 0.0
H 5.280056 4.655849 0.113143 0.0 0.0 0.0
H 1.303897 1.371793 -2.216687 0.0 0.0 0.0
H 0.427961 1.429659 -4.537191 0.0 0.0 0.0
H -2.018677 4.789322 -3.526332 0.0 0.0 0.0
H -1.184277 4.720063 -1.208914 0.0 0.0 0.0
H 0.912342 3.431573 2.874789 0.0 0.0 0.0
H -0.750725 3.545515 4.699841 0.0 0.1 0.0
H -3.910983 3.196886 1.839330 0.0 0.0 0.0
H -2.254885 3.017932 0.019346 0.0 0.0 0.0
```
Forces are in eV/Å.

Löwdin population analysis, charges in e, atoms 1 to 99: In 0.9986; C -0.0149; O 0.0008; C -0.2321; C 0.0506; C 0.0499; C -0.2475; C 0.0482; C 0.0253; N 0.1564; N 0.1550; C -0.1583; C 0.0276; C 0.0486; C -0.3287; O -0.0072; C -0.1476; N 0.1193; C -0.0878; C -0.0150; C 0.0121; C -0.0627; H 0.1070; H 0.1049; H 0.1100; H 0.1370; H 0.1271; H 0.1367; H 0.1207; H 0.1332; H 0.1378; H 0.1139; H 0.1149; H 0.1166; C -0.0552; C -0.1772; N -0.0322; C 0.0447; C -0.0217; C -0.6210; O 0.0477; O -0.2216; C -0.3028; O -0.1244; C -0.0375; C 0.0736; C -0.1906; F 0.0513; C -0.1507; C 0.0619; C -0.1235; N -0.0948; C -0.1485; C -0.0833; N 0.0637; C -0.0849; C -0.1322; H 0.0835; H 0.0657; H 0.0883; H 0.1137; H 0.1267; H 0.1512; H 0.1278; H 0.1151; H 0.1447; H 0.1340; H 0.1449; H 0.1420; H 0.1899; H 0.1846; H 0.1441; H 0.1425; H 0.1340; H 0.1433; F 0.1422; C -0.5822; F 0.1431; F 0.1456; C -0.1125; C -0.0004; C -0.0641; C -0.3511; C -0.0608; C 0.0074; P 1.0404; C -0.3674; C -0.1006; C 0.0114; C -0.1143; C 0.0030; C -0.0708; C -0.5791; F 0.1284; F 0.1438; F 0.1486; C -0.3762; C -0.0659; C 0.0073


Record 2
Density functional theory data (wB97M-V/def2-TZVPD) for C53H42InN4O4S4 as an isolated structure in a non-equilibrium geometry.

Output
Net charge = +1
Gap between HOMO and LUMO = 5.641 eV
LUMO level = -3.046 eV
Max |F| = 7.127 eV/A
Energy relative to the best compared isomer or geometry (same formula, charge and spin) = 93.9 kJ/mol

XYZ file:
```
108
Properties=species:S:1:pos:R:3:forces:R:3
In 0.056373 -0.125998 1.020299 0.9 0.2 1.2
N -1.600632 0.975075 0.465896 0.0 0.3 -0.4
S -1.753734 2.158406 -0.396258 -2.0 -0.2 1.3
N -0.825742 2.396207 -1.673403 1.0 -0.9 -2.4
S -0.656662 1.417728 -2.930395 0.3 0.6 1.1
N -0.922862 -0.112402 -2.764576 -0.9 1.7 -0.9
S -0.079500 -1.154132 -1.940681 2.9 -1.6 1.3
N 0.787855 -0.824861 -0.788274 -0.7 0.1 -0.2
C -1.322359 -2.364950 -1.705955 -0.6 -1.0 0.2
C -1.228983 -3.273529 -0.621434 -1.9 0.0 -1.5
C -2.139200 -4.339103 -0.616658 0.9 1.3 0.2
C -2.922666 -4.592962 -1.727830 -0.7 -1.9 1.3
C -3.081693 -3.703986 -2.693520 1.4 3.2 -2.4
C -2.296127 -2.538465 -2.679055 0.0 0.2 -0.2
C 1.053972 -1.948318 -3.101715 1.0 -0.5 0.0
C 0.714365 -1.857143 -4.421969 0.1 -0.6 -1.6
C 1.646624 -2.284997 -5.391984 0.3 0.1 0.1
C 2.774228 -3.029315 -5.057941 0.4 0.8 -0.4
C 3.022136 -3.297075 -3.729969 0.4 -0.5 2.8
C 2.287901 -2.628047 -2.738212 -1.7 0.3 0.1
C -1.790553 1.914716 -4.228416 1.4 2.2 -0.1
C -2.568372 1.015927 -4.882182 -0.8 -0.5 0.2
C -3.481104 1.515984 -5.807194 -0.4 -0.4 -1.9
C -3.458382 2.815506 -6.298980 1.7 0.5 1.7
C -2.532527 3.734325 -5.678027 -0.8 -0.1 -0.2
C -1.699259 3.307412 -4.638694 -0.8 -1.1 0.4
C 0.985112 1.804404 -3.582146 -0.6 0.9 -1.0
C 1.145525 1.800839 -4.981604 0.3 -0.1 -0.8
C 2.357198 2.284797 -5.573503 -2.0 -0.8 0.6
C 3.326752 2.741539 -4.687157 0.8 -0.1 -0.2
C 3.109969 2.802822 -3.300843 -0.6 -0.5 -0.4
C 1.928571 2.362045 -2.724804 -0.8 -0.8 0.6
C -3.429140 2.188533 -0.963073 -0.2 -0.8 -1.7
C -3.871078 0.917153 -1.420115 -1.1 2.0 0.1
C -5.149607 0.897269 -1.978271 0.3 -2.2 0.2
C -5.969908 1.974424 -1.975094 -1.4 1.1 -0.2
C -5.514820 3.213158 -1.611064 1.0 0.1 -0.1
C -4.184437 3.337394 -1.234360 0.6 2.4 1.7
C -1.561613 3.699184 0.465191 1.2 0.2 -0.8
C -2.409099 4.282029 1.370415 0.0 0.1 1.1
C -1.890739 5.217673 2.288044 -0.9 0.6 -0.8
C -0.574197 5.616184 2.299651 0.6 -2.9 -2.7
C 0.303255 4.980702 1.349038 -0.4 0.5 0.8
C -0.256969 4.134647 0.389749 2.9 0.1 -0.7
H -0.633304 -3.090924 0.222682 1.0 0.2 0.9
H -2.288753 -4.862314 0.296320 0.3 -0.8 0.4
H -3.503268 -5.480727 -1.857872 -0.2 -0.7 0.6
H -3.607230 -3.831415 -3.618361 -0.8 -0.5 0.0
H -2.413269 -1.772896 -3.456350 0.1 -0.6 0.3
H -0.278962 -1.539221 -4.781464 0.7 0.3 0.4
H 1.542693 -1.933790 -6.405717 -0.3 -0.3 -0.3
H 3.609671 -3.235163 -5.744675 -1.0 -0.2 -0.1
H 3.800031 -4.032693 -3.326021 -0.8 1.4 -1.0
H 2.606329 -2.642005 -1.685595 -0.3 -0.1 -0.6
H -2.531726 -0.059485 -4.679575 -0.1 0.6 0.1
H -4.127005 0.795371 -6.321001 0.1 0.2 0.3
H -4.056574 3.153038 -7.135529 -0.2 -0.1 0.2
H -2.584598 4.799285 -6.013755 0.5 -1.1 0.4
H -1.026023 3.980849 -4.086806 -0.4 -0.3 -0.4
H 0.345275 1.409968 -5.655072 0.7 0.4 0.7
H 2.392234 2.261622 -6.690658 0.5 0.1 1.3
H 4.332635 2.986671 -5.065394 -0.7 0.2 0.2
H 3.868878 3.147211 -2.651666 0.8 0.4 0.5
H 1.658125 2.304420 -1.639276 1.0 0.4 -0.9
H -3.264918 0.049402 -1.316715 0.3 -0.5 0.1
H -5.632708 -0.020729 -2.321833 0.6 -0.1 0.1
H -7.017120 1.892741 -2.246071 0.1 -0.2 -0.2
H -6.156543 4.066518 -1.652498 -0.2 0.4 0.0
H -3.836269 4.432538 -0.960872 -0.3 -2.6 -0.6
H -3.441089 4.013949 1.411000 -0.5 -0.2 0.2
H -2.558392 5.786859 2.925582 -0.2 -0.4 0.1
H -0.288330 6.322975 2.993262 1.0 1.3 1.3
H 1.413974 5.052790 1.401101 -1.1 0.4 -0.2
H 0.430346 3.770113 -0.460240 -1.2 0.4 1.8
O 5.514094 2.084321 2.067174 0.0 0.7 -2.1
C 4.760502 1.672808 2.976174 0.2 -1.1 2.3
C 5.314153 1.575365 4.347738 0.5 1.0 -0.3
C 4.650752 0.858806 5.281296 -0.3 0.4 0.0
C 3.305197 0.456104 5.051289 -0.8 -0.5 0.9
C 2.631200 0.736846 3.904235 1.3 0.4 -1.3
C 3.421908 1.198241 2.758551 -1.7 1.1 -0.2
C 2.826082 1.500009 1.423667 0.6 -1.1 -0.2
O 3.666573 1.814826 0.437915 -0.7 0.2 2.1
O 1.571409 1.388964 1.114331 0.9 0.1 0.5
H 4.611645 1.989213 1.015288 0.2 0.0 -0.3
H 6.223604 2.181332 4.663941 -1.0 -1.2 -1.0
H 5.085486 0.728915 6.272425 -0.2 0.0 -0.2
H 2.768168 0.006492 5.894048 0.1 0.2 -0.3
H 1.548937 0.632024 3.842962 0.3 -0.3 -0.1
C 2.754809 -6.234323 9.845026 -0.8 0.1 0.2
C 2.223683 -5.679276 8.516174 1.0 -1.2 0.5
O 2.882184 -5.549624 7.527805 -0.1 0.4 -0.1
S 0.441720 -5.423462 8.580341 0.3 -0.5 0.0
C 0.342562 -4.641098 7.026334 -0.3 1.8 -1.4
C -0.081015 -5.199789 5.819610 0.2 -0.5 0.2
C -0.020446 -4.429043 4.616409 -0.7 0.3 2.2
C 0.172764 -3.023600 4.748145 -0.8 -2.0 2.6
C 0.348219 -2.408088 6.046597 0.8 -0.4 -1.6
C 0.644335 -3.246806 7.082550 -0.7 -1.5 -0.4
C 0.028441 -2.218495 3.653478 0.0 4.9 -5.1
C 0.006253 -1.335584 2.751626 -0.1 -2.9 2.2
H 1.792734 -6.572039 10.338185 1.5 0.5 0.4
H 3.421399 -5.500650 10.373561 -1.2 -0.4 -0.2
H 3.409194 -7.104755 9.725186 -0.3 0.1 -0.5
H -0.441179 -6.260181 5.896265 0.5 1.1 -0.7
H -0.366560 -4.886090 3.694788 0.4 0.3 0.0
H 0.364613 -1.310185 6.136578 0.2 -0.7 -0.1
H 1.094596 -2.956940 7.990446 0.0 0.9 1.0
```
Forces are in eV/Å.

Löwdin population analysis, charges in e, atoms 1 to 99: In 0.7221; N -0.2966; S 0.7675; N -0.3549; S 0.9797; N -0.3929; S 0.7437; N -0.2914; C -0.3053; C -0.0121; C -0.0234; C -0.0797; C -0.0671; C -0.0596; C -0.2679; C -0.0990; C -0.0633; C -0.0759; C -0.0783; C -0.0164; C -0.3146; C -0.0772; C -0.0632; C -0.0267; C -0.0376; C -0.0385; C -0.2939; C -0.0605; C -0.0394; C -0.0484; C -0.0300; C -0.0399; C -0.2925; C -0.0489; C -0.0748; C -0.0885; C -0.0673; C -0.0579; C -0.3231; C -0.0537; C -0.0591; C -0.0304; C -0.0150; C -0.0988; H 0.0784; H 0.1107; H 0.1177; H 0.1161; H 0.0865; H 0.1097; H 0.1037; H 0.1237; H 0.1428; H 0.1172; H 0.1022; H 0.1198; H 0.1128; H 0.1264; H 0.1271; H 0.1260; H 0.1284; H 0.1243; H 0.1077; H 0.1107; H 0.0804; H 0.1192; H 0.1204; H 0.1099; H 0.1587; H 0.1079; H 0.1140; H 0.0851; H 0.1284; H 0.1196; O -0.0017; C -0.3644; C -0.0091; C -0.0989; C -0.1198; C -0.0404; C -0.0597; C -0.3988; O 0.0616; O -0.1327; H 0.0858; H 0.1339; H 0.1062; H 0.0911; H 0.0827; C -0.0731; C -0.7299; O 0.0514; S 1.0140; C -0.5628; C -0.0638; C 0.0050; C -0.2552; C 0.0047; C -0.0975


Q: Which of these has the lowest net charge?
A: C53H42InN4O4S4